Density functional theory data (ωB97M-V/def2-TZVPD) for a 10-piece molecular cluster, C3H23O10S overall at a distorted geometry.

maximum force = 6.9 eV/Å
E_tot = -34794.9877 eV
energy above the lowest of the compared OMol25 structures with the same formula, charge and spin = 3.285 eV
charge = -1
frontier orbital gap = 6.88 eV
2S+1 = 1

Geometry as XYZ:
```
37
Properties=species:S:1:pos:R:3:forces:R:3
O 1.301 -0.567 1.106 -2.48 3.19 4.01
C 1.751 -1.197 0.243 3.72 -4.66 -3.42
C 3.326 -1.156 -0.021 -1.24 0.25 -0.61
C 3.451 -0.787 -1.494 -2.15 -2.74 -0.46
S 1.983 0.195 -1.974 -0.29 -0.41 -0.02
H 1.224 -2.118 -0.157 0.11 0.90 -0.25
H 3.639 -0.439 0.710 0.41 0.96 0.04
H 3.947 -2.034 0.158 -0.62 -0.63 0.36
H 4.263 -0.238 -1.764 2.66 1.46 -0.41
H 3.554 -1.801 -2.076 -0.46 1.75 0.78
H -1.622 -4.445 0.909 0.38 0.17 2.08
H -0.732 -4.513 -0.353 1.13 0.04 -0.12
O -1.606 -4.448 -0.014 -1.54 -0.15 -2.08
H -3.711 1.522 2.725 0.76 -0.14 -0.61
H -2.439 0.762 3.319 1.61 0.38 -0.96
O -3.332 1.007 3.434 -2.31 -0.12 1.75
H -0.130 0.109 1.723 -1.18 1.04 0.81
H -0.552 1.601 1.943 0.21 0.69 -0.19
O -0.873 0.718 2.111 1.65 -1.83 -0.45
H 1.714 3.834 -1.662 -0.20 0.26 0.11
H 1.325 3.013 -2.794 -0.14 -0.70 -0.51
O 1.146 3.883 -2.445 0.64 0.47 0.18
H -2.108 0.393 0.849 -0.18 0.71 0.00
H -3.472 0.115 0.284 -1.10 -1.14 -0.59
O -2.920 0.832 0.516 0.84 0.81 0.03
H -1.641 4.246 -1.051 -0.34 0.26 0.30
H -2.079 2.709 -1.009 1.14 1.61 -0.74
O -1.503 3.404 -1.478 -1.25 -1.97 0.52
H -2.380 -0.902 2.424 0.39 -2.79 -1.38
H -1.734 -2.114 2.902 1.87 -1.56 3.10
O -2.127 -1.876 2.123 -2.41 4.12 -1.68
H 0.391 -2.713 -3.644 0.01 -1.24 -0.01
H 0.126 -2.221 -2.411 -0.13 0.59 1.57
O 0.139 -3.104 -2.779 0.30 0.78 -1.44
H 0.067 3.234 -0.613 1.50 -0.96 1.73
H 0.901 2.089 0.095 0.44 -1.33 -0.51
O 0.715 3.009 0.166 -1.73 1.93 -0.93
```
Forces are in eV/Å.